1.
{"formula": "CH2NO2P", "method": "the ωB97M-V functional and the def2-TZVPD basis", "symbols": ["C", "N", "O", "O", "P", "H", "H"], "xyz": [[-0.739, -0.130, -1.959], [-1.141, 0.279, -0.929], [0.429, -1.770, -1.414], [1.190, -1.206, 0.815], [0.815, -2.428, -0.153], [0.888, -0.397, 0.403], [-1.894, 0.233, -0.312]], "atomic_forces_ev_per_a": [[-0.773, 1.738, -0.820], [0.423, -0.112, -0.816], [1.007, -2.300, 0.093], [0.134, -0.826, 0.942], [0.201, 0.418, -0.216], [-0.028, 0.865, -0.327], [-0.964, 0.216, 1.144]], "nbo_charge": [0.37, -0.83, -1.02, -1.00, 1.54, 0.52, 0.43], "fmax_ha_per_bohr": 0.049, "spin_multiplicity": 1, "relative_energy_ev": 1.639, "energy_ha": -585.85417, "homo_ev": -9.8661}

2.
{"formula": "C5H7N5", "method": "the ωB97M-V functional and the def2-TZVPD basis", "symbols": ["C", "C", "C", "C", "C", "N", "N", "N", "N", "N", "H", "H", "H", "H", "H", "H", "H"], "xyz": [[-0.125, 1.415, 2.799], [0.593, -0.586, 2.818], [0.366, 1.015, 1.418], [0.061, 0.946, -0.781], [-0.097, -0.940, -2.962], [0.044, 0.431, 3.599], [0.092, 1.672, 0.307], [0.721, -0.375, 1.554], [-0.399, -0.242, -0.603], [-0.495, -1.100, -1.567], [-0.605, 2.308, 2.999], [0.792, -1.554, 3.275], [0.319, 1.361, -1.670], [0.721, -0.172, -2.902], [0.280, -1.917, -3.236], [-0.879, -0.589, -3.650], [-1.389, -1.672, -1.396]], "atomic_forces_ev_per_a": [[1.920, -1.527, -1.944], [-0.175, -0.856, -0.748], [-1.999, 0.005, -0.073], [-0.490, -2.318, 0.622], [0.975, 1.114, 0.986], [-0.635, 0.559, 0.805], [1.211, 1.115, 4.429], [1.092, 1.168, 0.473], [-0.701, 0.281, -0.516], [-3.163, -2.521, -0.519], [-0.739, 1.692, 0.652], [0.132, 0.274, -0.097], [0.650, 1.205, -2.640], [-0.520, -0.991, -0.664], [0.184, 0.084, -0.552], [0.057, -0.054, 0.305], [2.200, 0.770, -0.519]], "nbo_charge": [0.07, 0.21, 0.28, 0.07, -0.45, -0.45, -0.34, -0.46, -0.14, -0.36, 0.20, 0.19, 0.17, 0.21, 0.22, 0.20, 0.37], "fmax_ha_per_bohr": 0.092, "spin_multiplicity": 1, "relative_energy_ev": 3.622, "smiles": "CN/N=C/N=C1/C=NC=N1", "energy_ha": -468.37570, "homo_ev": [-8.1052, -8.1017]}

3.
{"formula": "C9H19B2BrClN2O6S", "method": "the ωB97M-V functional and the def2-TZVPD basis", "symbols": ["C", "C", "C", "N", "B", "Br", "C", "C", "O", "Cl", "B", "O", "N", "C", "C", "H", "H", "H", "H", "H", "H", "H", "H", "H", "H", "H", "H", "H", "H", "H", "C", "C", "O", "S", "O", "O", "O", "H", "H", "H", "H"], "xyz": [[3.038, 0.788, 1.729], [1.562, 0.002, 1.722], [1.093, -0.578, 3.212], [0.865, -0.162, 0.557], [-0.171, 0.916, 0.318], [-0.524, 0.843, -1.700], [0.299, 2.451, 0.605], [0.085, 3.022, 2.117], [0.820, 2.761, 3.200], [-1.335, 4.246, 2.359], [-1.579, 0.431, 1.008], [-1.914, -1.032, 0.869], [-2.610, 1.274, 1.726], [-3.047, 0.540, 3.008], [-3.858, 1.520, 0.909], [2.861, 1.960, 1.746], [3.667, 0.410, 2.655], [3.554, 0.484, 0.711], [0.124, -1.249, 3.035], [0.768, 0.264, 3.957], [1.890, -1.313, 3.687], [-0.331, 3.148, -0.131], [1.425, 2.575, 0.227], [-2.426, -1.043, -0.015], [-2.150, 0.211, 3.682], [-3.784, 1.225, 3.638], [-3.699, -0.405, 2.690], [-4.774, 1.666, 1.660], [-4.075, 0.552, 0.285], [-3.661, 2.483, 0.256], [1.257, -2.047, -3.560], [1.905, -1.487, -4.824], [2.561, -2.598, -5.430], [1.714, -3.954, -5.109], [0.866, -4.236, -6.246], [2.613, -4.929, -4.536], [0.783, -3.345, -3.918], [1.992, -2.163, -2.758], [0.431, -1.423, -3.209], [2.618, -0.689, -4.607], [1.148, -1.118, -5.524]], "atomic_forces_ev_per_a": [[-0.516, -0.947, -0.233], [-0.903, -0.484, -2.783], [-1.079, -0.976, -0.635], [4.176, 1.419, 6.430], [0.195, -0.229, 0.199], [-0.407, 0.086, -1.232], [0.267, 3.145, -0.437], [4.062, -1.515, 4.076], [-4.740, 1.561, -6.908], [1.455, -1.139, -0.319], [-2.166, -1.748, -0.009], [-1.114, 2.048, -1.716], [-1.112, -1.120, 1.566], [-1.169, -0.368, -0.129], [0.092, 0.025, 0.300], [0.330, -2.584, 0.166], [-1.144, 1.028, -1.881], [-0.969, 0.693, 2.135], [2.056, 1.467, 0.200], [1.036, -1.394, -1.480], [-1.379, 1.783, -0.945], [1.244, -1.338, 1.905], [-2.214, -0.066, 1.302], [1.269, -0.229, 2.001], [-1.630, 0.651, -1.407], [1.714, -1.169, -1.246], [1.462, 1.619, 0.892], [1.963, -0.055, -1.754], [-0.007, 1.885, 0.715], [-0.721, -2.094, 1.099], [0.460, 0.757, 0.421], [-0.734, 0.475, 0.189], [-0.133, -1.169, 0.348], [-0.232, 0.134, 0.247], [1.095, -0.048, 1.372], [-1.044, 0.962, -1.050], [0.493, -0.630, -1.361], [-0.102, 0.105, -0.056], [0.069, -0.253, -0.031], [0.031, -0.329, -0.067], [0.045, 0.037, 0.117]], "nbo_charge": [-0.73, 0.51, -0.75, -0.76, -0.06, -0.29, -0.77, 0.62, -0.60, -0.13, 1.17, -1.03, -0.84, -0.44, -0.42, 0.25, 0.20, 0.23, 0.23, 0.25, 0.22, 0.26, 0.25, 0.49, 0.21, 0.19, 0.18, 0.19, 0.17, 0.22, -0.11, -0.10, -0.68, 2.49, -0.89, -0.89, -0.67, 0.20, 0.25, 0.22, 0.19], "fmax_ha_per_bohr": 0.166, "spin_multiplicity": 1, "charge": -1, "energy_ha": -4397.32510, "homo_ev": -3.8705}

4.
{"formula": "C30H25IN3O6S3W", "method": "the ωB97M-V functional and the def2-TZVPD basis", "symbols": ["W", "C", "C", "N", "N", "C", "O", "C", "C", "C", "C", "C", "C", "C", "C", "C", "C", "C", "N", "H", "H", "H", "H", "H", "H", "H", "H", "H", "H", "H", "H", "O", "C", "O", "C", "C", "C", "C", "C", "C", "S", "H", "H", "H", "H", "S", "C", "C", "C", "C", "C", "C", "C", "C", "S", "O", "O", "O", "H", "H", "H", "H", "H", "H", "H", "I", "C", "H", "H"], "xyz": [[1.327, -0.047, -0.602], [-0.877, -3.269, 1.411], [-0.090, -2.392, 0.480], [-0.060, -1.051, 0.642], [-0.801, -0.495, 1.598], [-0.852, 0.820, 1.584], [-0.205, 1.471, 0.549], [-1.414, 1.493, 2.716], [-2.076, 0.716, 3.687], [-2.487, 1.271, 4.874], [-2.271, 2.620, 5.136], [-1.632, 3.400, 4.178], [-1.216, 2.859, 2.982], [0.547, -2.858, -0.668], [0.594, -4.220, -1.065], [1.025, -4.560, -2.312], [1.414, -3.533, -3.208], [1.427, -2.243, -2.763], [1.089, -1.876, -1.509], [-1.135, -2.691, 2.296], [-0.295, -4.144, 1.696], [-1.795, -3.593, 0.920], [-2.221, -0.332, 3.479], [-2.971, 0.648, 5.615], [-2.574, 3.050, 6.080], [-1.448, 4.450, 4.372], [-0.694, 3.461, 2.248], [0.252, -4.971, -0.368], [1.057, -5.594, -2.628], [1.684, -3.757, -4.227], [1.739, -1.430, -3.419], [3.294, -2.490, 2.230], [3.412, -1.652, 1.341], [2.400, -1.094, 0.751], [4.770, -1.220, 0.889], [5.813, -1.356, 1.802], [7.114, -1.052, 1.461], [7.387, -0.600, 0.174], [6.364, -0.441, -0.734], [5.035, -0.735, -0.404], [3.831, -0.528, -1.658], [5.557, -1.714, 2.790], [7.911, -1.168, 2.184], [8.407, -0.369, -0.116], [6.558, -0.078, -1.732], [1.254, 1.882, -3.658], [1.445, 1.167, -2.242], [-5.416, 3.887, -1.801], [-4.585, 2.649, -1.989], [-3.806, 2.471, -3.129], [-2.993, 1.360, -3.264], [-2.979, 0.405, -2.261], [-3.748, 0.562, -1.123], [-4.554, 1.674, -0.987], [-1.669, -0.794, -2.196], [-1.270, -1.146, -3.539], [-2.116, -1.900, -1.378], [-0.657, 0.083, -1.521], [-5.514, 4.434, -2.737], [-4.948, 4.545, -1.067], [-6.409, 3.627, -1.432], [-3.816, 3.229, -3.903], [-2.344, 1.218, -4.114], [-3.670, -0.194, -0.355], [-5.146, 1.816, -0.090], [2.793, 1.953, 0.793], [-0.752, 2.689, 0.085], [-0.169, 3.038, -0.763], [-1.826, 2.637, -0.083]], "atomic_forces_ev_per_a": [[1.570, -0.457, -1.703], [0.229, 0.331, -0.285], [0.269, -0.916, -0.419], [-0.300, 0.454, 0.638], [0.460, 1.136, -0.856], [-0.095, -1.779, -0.554], [-0.882, 1.151, 0.116], [0.040, 0.519, 0.804], [0.037, 0.103, -0.329], [-0.121, 0.181, 0.185], [0.090, 0.117, -0.008], [-0.230, 0.130, 0.328], [0.102, -0.438, -0.326], [-0.170, 0.542, 0.932], [0.094, -0.348, -0.368], [-0.213, 0.060, 0.494], [0.026, 0.496, 0.095], [0.354, -0.063, -0.821], [-0.201, -0.216, 0.742], [0.014, -0.157, 0.058], [0.014, -0.054, 0.075], [-0.141, -0.064, 0.013], [-0.004, -0.093, 0.043], [-0.042, -0.032, 0.028], [-0.047, 0.048, 0.049], [0.011, 0.042, 0.035], [-0.005, 0.035, 0.136], [0.022, -0.066, 0.045], [-0.030, -0.100, 0.032], [0.074, 0.062, -0.096], [-0.098, -0.210, 0.189], [0.014, 0.225, -0.159], [-0.526, 0.211, -0.314], [0.510, -0.582, 0.824], [0.241, 0.074, -0.111], [-0.164, -0.037, 0.002], [0.147, 0.031, 0.046], [0.136, -0.073, 0.069], [-0.119, -0.010, -0.090], [-0.465, 0.049, 0.321], [-0.797, 0.493, -0.312], [0.029, -0.062, -0.010], [0.045, 0.016, 0.039], [-0.003, 0.033, -0.012], [0.081, 0.085, -0.124], [0.413, -0.542, 1.692], [-0.390, -0.670, -0.739], [0.068, -0.070, 0.019], [0.038, -0.169, 0.097], [-0.159, 0.063, 0.129], [-0.028, -0.315, 0.064], [0.423, 0.252, 0.117], [-0.090, -0.214, 0.070], [-0.087, 0.282, -0.291], [0.577, -0.469, -0.235], [-0.313, 0.353, -0.018], [-0.351, 0.499, -0.136], [-0.806, 0.626, -0.468], [-0.062, 0.064, -0.021], [-0.040, 0.073, 0.015], [-0.071, 0.086, -0.008], [-0.009, 0.048, -0.055], [0.085, 0.066, -0.134], [-0.043, -0.005, 0.155], [-0.022, -0.022, 0.047], [0.337, 0.675, 0.353], [0.437, -1.659, -0.829], [0.188, 0.116, 0.338], [-0.051, 0.067, 0.397]], "nbo_charge": [1.15, -0.65, 0.16, -0.36, -0.24, 0.35, -0.50, 0.00, -0.22, -0.22, -0.27, -0.20, -0.24, 0.09, -0.22, -0.21, -0.34, 0.11, -0.54, 0.23, 0.21, 0.21, 0.23, 0.20, 0.19, 0.20, 0.24, 0.20, 0.19, 0.20, 0.21, -0.66, 0.80, -0.74, -0.11, -0.17, -0.28, -0.21, -0.24, -0.13, -0.11, 0.22, 0.19, 0.19, 0.21, 0.03, -0.22, -0.62, -0.03, -0.23, -0.17, -0.33, -0.13, -0.25, 2.44, -0.98, -0.98, -0.97, 0.20, 0.22, 0.21, 0.20, 0.24, 0.24, 0.20, -0.42, -0.05, 0.18, 0.15], "fmax_ha_per_bohr": 0.046, "spin_multiplicity": 2, "relative_energy_ev": 2.628, "s_squared": 0.766, "charge": -2, "energy_ha": -3333.26793, "homo_ev": [-0.1835, -0.1737]}